(1)
{
  "formula": "C42H53N3OSSiW",
  "method": "ωB97M-V/def2-TZVPD",
  "e_lumo_ev": [-6.59, -8.22],
  "total_charge": 2,
  "spin_multiplicity": 3,
  "s_squared": 2.067,
  "homo_ev": [-13.28, -13.67],
  "de_lowest_kcal_mol": 83.7,
  "species": ["Si", "C", "C", "C", "C", "H", "H", "C", "H", "H", "C", "H", "H", "C", "C", "H", "N", "H", "H", "H", "H", "H", "H", "C", "H", "C", "C", "N", "H", "H", "C", "C", "H", "H", "H", "C", "H", "H", "W", "C", "N", "C", "C", "H", "C", "C", "H", "H", "H", "H", "S", "H", "C", "C", "H", "H", "C", "C", "H", "H", "C", "C", "C", "H", "H", "C", "H", "H", "H", "C", "O", "H", "C", "C", "C", "C", "C", "H", "H", "C", "C", "H", "H", "H", "C", "H", "H", "H", "C", "C", "C", "H", "H", "H", "C", "H", "C", "H", "H", "H", "C", "H"],
  "coordinates": [[0.2031, 2.9454, 0.1718], [2.5600, 4.0741, -3.0072], [0.8512, 3.8874, -1.2953], [2.0121, 3.4128, -1.9176], [2.3551, 4.0298, 4.1296], [2.9258, 3.9675, 0.7991], [1.8620, 0.8261, 3.4213], [1.9533, 5.2247, -3.4929], [-0.5848, -6.7248, 2.5518], [4.0484, 0.6890, 2.2580], [-0.5015, -4.3695, 1.0121], [-1.4253, 0.7310, -4.1717], [-4.6139, -4.6922, -1.4686], [-2.5551, -5.4234, 0.3659], [-3.0863, -1.1188, -2.8029], [-3.8680, -1.8071, -2.4807], [-0.7882, -1.9192, -2.7249], [0.1119, -3.1130, -4.2364], [0.0764, -0.8329, 2.8971], [2.8432, 4.3078, 5.0542], [3.4647, 3.6995, -3.4677], [-0.0230, 1.8224, -3.7539], [2.0370, -1.4671, -4.5507], [-2.2713, 4.3014, 0.7072], [4.2035, -0.6307, 0.1337], [0.4316, 3.1848, 2.9663], [2.1836, -1.3372, 0.2020], [-2.4855, -0.4755, -1.6350], [-1.6990, 5.2178, 0.6252], [-2.7363, 1.8352, -2.3877], [-0.9212, 1.3225, -3.4142], [0.8017, -0.5230, 2.1384], [-1.9121, 0.9321, 0.7539], [-1.7392, -1.3430, -4.5014], [-2.6690, -2.1234, -0.2574], [1.0946, -1.1916, -4.0794], [-4.8302, -3.1082, -0.7043], [3.5626, -0.8313, 4.1933], [-0.6295, 0.0922, -1.4668], [-4.3766, 3.2131, 1.1264], [-0.1757, -1.9556, 0.4208], [3.0260, 4.1781, 2.9221], [1.0561, 3.5410, 4.1518], [0.3557, 0.2988, 1.5754], [-4.4884, -4.1285, -0.5422], [2.0960, -0.0474, 2.8120], [1.9400, -3.7002, 1.4927], [-0.5859, 2.8141, 2.9958], [-4.3256, 1.0718, 1.2050], [-3.1780, -6.3078, 0.3030], [1.4722, -0.0535, -2.7351], [-2.3227, -2.8615, -3.8487], [-2.2517, -3.0819, -0.0157], [-3.7553, 1.9753, 1.0257], [4.2542, -2.8981, 1.1656], [-3.2118, -0.0484, -1.0612], [0.8062, 5.7136, -2.8835], [3.4718, -0.8970, 0.9010], [-0.6345, 5.4514, -1.3323], [-1.2844, 2.8741, -2.0232], [-1.6603, 1.9394, -2.4158], [2.9482, -2.3736, 2.8110], [-0.9058, -3.1033, 0.4877], [-3.5707, -0.3697, -3.4383], [2.5103, 2.5266, -1.5351], [-3.0608, -4.1891, -0.0711], [1.9292, -1.4295, 4.4731], [-5.4341, 3.2696, 1.3461], [0.3384, 6.6151, -3.2556], [-2.3988, 1.9130, 0.7392], [0.2286, 1.3287, -0.4412], [0.1733, -7.0793, 1.0050], [-1.2915, -5.5055, 0.9325], [1.0818, -1.7186, 1.2028], [1.0983, 3.3153, 1.7422], [-3.6317, 4.3743, 0.9772], [2.6497, -1.1645, 3.6944], [2.3813, 5.7458, -4.3386], [0.9470, -3.1215, 2.8632], [-1.9959, -1.8565, -3.5766], [3.1468, 0.3251, 1.7602], [-4.1101, 5.3386, 1.0834], [1.0698, -2.8772, -2.7686], [2.3659, -2.1791, -0.4751], [4.0133, -2.0228, 1.7760], [2.7807, 1.1347, 1.1240], [3.2932, -3.2063, 3.4276], [0.4509, -4.5171, 1.4718], [0.2622, 5.0532, -1.7910], [-1.6342, 3.0689, 0.5505], [0.3974, -2.3860, -3.4721], [1.8322, -0.4894, -0.3840], [0.4843, -0.6754, -4.8220], [0.5270, 3.4449, 5.0906], [-0.7693, -6.8059, 1.4799], [-0.9836, -2.6169, -2.0023], [1.6694, -2.8328, 2.0960], [4.9332, -1.7064, 2.2722], [4.0307, 4.5788, 2.9073], [-5.1492, -4.5812, 0.1969], [2.4002, 3.8286, 1.7372], [-1.4776, -7.6157, 1.3202]]
}

---

(2)
{
  "formula": "C5H8O2",
  "method": "ωB97M-V/def2-TZVPD",
  "e_lumo_ev": 0.92,
  "smiles": "C[C@H](C=O)[C@@H]1CO1",
  "total_charge": 0,
  "spin_multiplicity": 1,
  "homo_ev": -9.96,
  "de_lowest_kcal_mol": 40.8,
  "species": ["H", "C", "H", "C", "H", "H", "C", "C", "O", "C", "H", "O", "H", "H", "H"],
  "coordinates": [[-0.4640, 1.4951, 1.0340], [-0.6409, -0.4437, 0.0659], [-2.1025, 0.8580, 0.9760], [0.5473, -0.4492, -0.8871], [1.4940, 1.4408, -0.2128], [-1.3611, 1.5073, -0.5049], [1.5752, 0.5922, -0.8910], [-1.1709, 0.9404, 0.4101], [-0.3307, -0.8421, 2.4255], [-0.2503, -1.2443, 1.2907], [2.5850, 0.3495, -1.2222], [0.5742, 0.5328, -1.9026], [0.1366, -2.2670, 1.0793], [-1.4342, -1.0253, -0.4303], [0.8424, -1.4442, -1.2305]]
}

---

(3)
{
  "formula": "C2HClN2O",
  "method": "ωB97M-V/def2-TZVPD",
  "e_lumo_ev": 0.67,
  "smiles": "Clc1nnco1",
  "total_charge": 0,
  "spin_multiplicity": 1,
  "homo_ev": -10.36,
  "de_lowest_kcal_mol": 21.4,
  "species": ["C", "O", "H", "N", "Cl", "N", "C"],
  "coordinates": [[1.7513, -0.6088, -0.0206], [0.4647, -1.0510, 0.0022], [2.5484, -1.3654, 0.0385], [0.5433, 1.1752, 0.0017], [-1.8979, -0.0137, -0.0085], [1.8460, 0.6956, -0.0091], [-0.2058, 0.0938, 0.0440]]
}

---

(4)
{
  "formula": "C28H48Cl2P2Tl",
  "method": "ωB97M-V/def2-TZVPD",
  "e_lumo_ev": 2.63,
  "total_charge": -1,
  "spin_multiplicity": 1,
  "homo_ev": -2.67,
  "species": ["H", "H", "C", "H", "C", "H", "C", "C", "H", "C", "H", "H", "H", "H", "Tl", "H", "C", "C", "H", "H", "C", "C", "C", "H", "C", "P", "C", "H", "C", "H", "H", "C", "H", "H", "H", "H", "H", "H", "C", "C", "H", "H", "C", "H", "P", "C", "H", "H", "C", "H", "H", "C", "C", "H", "H", "H", "H", "C", "C", "H", "C", "H", "C", "H", "H", "H", "H", "H", "Cl", "C", "H", "H", "Cl", "H", "H", "H", "H", "C", "H", "H", "C"],
  "coordinates": [[-1.5705, 3.5921, 2.0272], [2.0788, -0.5788, 2.0049], [1.9378, -0.7515, -6.5855], [-1.6790, 1.1079, -3.3584], [3.2538, 1.5987, -5.3241], [1.6372, 1.4282, -3.8940], [-1.5982, 1.2387, -4.4498], [1.1634, -3.5319, -4.6146], [-1.8332, 5.8800, 1.0622], [-1.2795, 5.1128, 0.5166], [-2.2217, -2.7552, -5.0872], [0.2104, -3.6743, 0.1697], [2.4579, -0.8476, -4.5042], [-1.4578, -3.5566, 2.5566], [-0.2985, -0.1193, -0.8150], [0.9169, 2.4823, -1.3425], [-1.1795, 0.0674, -6.6326], [1.6859, -0.3631, -5.1275], [0.0891, -3.5278, 3.4773], [-3.9401, 2.1784, -6.8681], [0.2485, 3.2194, -0.8690], [1.3685, -1.0622, 2.6900], [0.9288, -3.0745, 0.7491], [1.8301, -1.8322, -6.7450], [1.0774, -4.9399, -5.2253], [0.1133, -0.9864, -4.2324], [-2.4941, 0.6094, -7.2071], [-1.1750, -2.2840, 3.7821], [-1.1485, 3.8363, 1.0520], [-0.9236, -0.8759, -7.1359], [0.5656, 4.7485, -2.3472], [1.8338, 1.1496, -4.9396], [1.1085, 1.6800, -5.5766], [-0.0159, -2.5143, -6.1179], [-2.2690, 2.7302, -6.8642], [-0.3011, -5.9051, -3.8736], [3.4827, -0.5358, -8.0815], [0.9499, -0.3026, 3.3617], [-0.2577, -5.6330, -4.9361], [-1.4662, -4.7592, -5.2833], [2.1076, -3.0671, -4.9366], [4.0784, -0.9281, -6.4687], [3.6322, 1.1654, -6.7453], [4.6967, 1.3659, -6.9171], [-0.0028, -1.8098, 1.7151], [-0.6964, -2.9107, 3.0160], [1.2136, -4.8598, -6.3134], [1.8660, -1.8411, 3.2872], [-0.5843, 1.4117, 0.5939], [1.9042, -5.5463, -4.8404], [-0.3774, 0.7862, -6.8501], [-2.9009, 1.8438, -4.9992], [-0.7035, 5.4448, -0.7261], [-3.0476, 2.8464, -4.5778], [1.4749, -3.7261, 1.4471], [-0.7659, 1.9346, -4.6364], [-3.7448, 1.2275, -4.6581], [3.3452, -0.3187, -7.0147], [-2.9285, 1.9161, -6.5339], [1.2003, -3.5911, -3.5153], [0.0804, 4.4899, -1.4026], [-2.1614, -0.7730, -4.9249], [-0.0412, -2.6732, -5.0267], [3.0769, 1.7805, -7.4665], [-0.8387, 6.4418, -1.1557], [1.6133, -2.5785, 0.0467], [-2.3882, -5.2366, -4.9326], [-0.3137, -6.5658, -5.5050], [-2.0125, -1.5951, -1.8677], [-0.4836, 2.8032, 0.3004], [-1.5421, -4.6654, -6.3753], [-1.5073, -3.3622, -3.6033], [2.0649, -0.4388, -1.6285], [-2.3824, 0.7624, -8.2877], [1.2011, -0.2653, -7.2364], [-0.9303, 1.0724, 1.5883], [-3.2760, -0.1492, -7.0682], [-1.3082, -0.1066, -5.1289], [3.3315, 2.6886, -5.2276], [3.9600, 1.1582, -4.6065], [-1.3805, -3.3439, -4.6941]]
}